The following is a quantum chemistry calculation of a cluster of 2 separate species, C4H10ClN in total at a distorted geometry, from the OMol25 dataset.

Geometry as ORCA input:
```
! RIJCOSX wB97M-V def2-TZVPD def2/J DEFGRID3
* xyz 0 1
Cl 2.0942 -0.5273 -0.3179
N -1.2923 -1.0789 -1.4970
C -0.0515 1.7231 -0.9094
C 0.9071 0.0886 0.8483
C 0.0623 1.0278 0.4570
C 0.8649 -0.7088 2.1608
H -0.8436 1.0227 0.9720
H -0.8422 2.3771 -0.9498
H 1.7794 -0.8926 2.6652
H -1.8861 -0.9207 -2.2428
H -0.3205 -1.4728 -2.0168
H -0.2853 0.9358 -1.7403
H 0.5161 -1.7273 2.0143
H 0.1351 -0.2773 2.8666
H -1.6503 -1.9113 -1.0678
H 0.8127 2.3418 -1.2423
*
```

The calculation puts the HOMO-LUMO gap at 9.743 eV. Its SMILES is C/C=C(/C)Cl.N. The strongest force on any atom is 5.2 eV/A. As for the relative energy (zero: lowest compared OMol25 entry of this formula, charge and spin): 163.3 kJ/mol. The LUMO energy comes out at 0.84 eV.


The following is a quantum chemistry calculation of a structure of composition C4H10ClN at a distorted geometry, from the OMol25 dataset.

Geometry as ORCA input:
```
! RIJCOSX wB97M-V def2-TZVPD def2/J DEFGRID3
* xyz 0 1
Cl -2.7688 -0.0555 0.4742
N 0.0994 -0.5447 -0.2452
C 0.6700 0.3942 0.6665
C -1.6177 0.2044 -0.7953
C -0.2639 -1.8588 0.2956
C 1.3866 1.4687 -0.1498
H 0.7044 -2.4071 0.1504
H 0.9498 2.3426 -0.4655
H -1.7139 -0.3791 -1.6562
H -0.5126 -1.6623 1.3268
H 1.7362 1.1202 -1.0639
H -1.0431 -2.2881 -0.3346
H 1.4675 -0.1936 1.2875
H -0.2387 0.9157 1.1066
H -1.2201 1.2204 -0.8552
H 2.3651 1.7232 0.2583
*
```

The calculation puts the HOMO-LUMO gap at 9.377 eV. The strongest force on any atom is 5.5 eV/A. As for the relative energy (zero: lowest compared OMol25 entry of this formula, charge and spin): 339.1 kJ/mol. The LUMO energy comes out at 1.00 eV.


The following is a quantum chemistry calculation of a cluster of 2 separate species, C4H10ClN2 in total at a distorted geometry, from the OMol25 dataset.

Geometry as ORCA input:
```
! RIJCOSX wB97M-V def2-TZVPD def2/J DEFGRID3
* xyz 1 1
Cl 2.4651 -1.7133 0.4804
N -0.1278 1.3100 -1.9583
N 0.8507 2.7672 -0.2907
C -0.1304 -1.5912 1.3887
C 0.9960 -0.9674 0.7738
C -1.4081 -1.5237 0.5420
C 0.6757 1.5311 -0.8995
H 1.3207 2.7870 0.6092
H -0.5477 2.1801 -2.3867
H 0.9335 -0.0817 0.1585
H -2.0786 -0.6880 0.7578
H 0.0459 -2.7237 1.4504
H -1.3436 -1.7269 -0.5209
H -0.4391 -1.3201 2.3228
H 0.5450 3.6812 -0.6941
H 0.1748 0.5718 -2.5273
H -1.9319 -2.4923 0.7939
*
```

The calculation puts the HOMO-LUMO gap at 5.681 eV. The strongest force on any atom is 4.7 eV/A. As for the relative energy (zero: lowest compared OMol25 entry of this formula, charge and spin): 400.5 kJ/mol. The LUMO energy comes out at -6.45 eV.


The following is a quantum chemistry calculation of a cluster of 2 separate species, C4H10ClN2 in total at a distorted geometry, from the OMol25 dataset.

Geometry as ORCA input:
```
! RIJCOSX wB97M-V def2-TZVPD def2/J DEFGRID3
* xyz 1 1
Cl -1.1225 -1.2549 -1.1690
N 2.0150 -0.5580 -0.9237
N 3.0930 -0.2275 1.0875
C -1.8669 -0.0951 -0.2005
C 2.0664 -0.0560 0.2532
C -2.7225 0.8692 -0.9352
C -1.5823 -0.1222 1.0808
H 3.0289 0.1171 2.0159
H -0.9263 -0.8876 1.3519
H 1.2159 0.6084 0.7599
H -3.6671 1.0182 -0.3135
H -2.1650 0.3896 1.7984
H 2.8287 -0.8245 -1.4194
H -3.0233 0.4744 -1.9018
H -2.2852 1.8354 -0.8894
H 1.0913 -0.6581 -1.4368
H 4.0218 -0.6286 0.8417
*
```

The calculation puts the HOMO-LUMO gap at 9.210 eV. The strongest force on any atom is 4.0 eV/A. As for the relative energy (zero: lowest compared OMol25 entry of this formula, charge and spin): 80.0 kJ/mol. The LUMO energy comes out at -3.71 eV.


The following is a quantum chemistry calculation of a cluster of 2 separate species, C4H10ClNO2 in total at a distorted geometry, from the OMol25 dataset.

Geometry as ORCA input:
```
! RIJCOSX wB97M-V def2-TZVPD def2/J DEFGRID3
* xyz 0 1
Cl -0.6632 -1.1150 1.4478
O -1.2043 1.2311 -0.4936
O 0.9891 1.1905 1.6193
N -0.2294 -0.9251 -0.1859
C -2.5572 -0.7270 -0.9881
C -1.1429 -0.1205 -0.9133
C 1.6641 0.9568 0.5261
C 2.7076 -0.0776 0.4232
H -3.0550 -0.6318 -0.0233
H 2.7352 -0.4880 -0.5819
H 1.5032 1.6747 -0.2639
H 3.6874 0.3632 0.6321
H 2.5317 -0.8802 1.1374
H -3.1371 -0.1983 -1.7378
H -2.4861 -1.7784 -1.2522
H -1.4325 1.2465 0.4471
H 0.7983 0.3641 2.1289
H -0.7088 -0.0850 -1.9220
*
```

The calculation puts the HOMO-LUMO gap (alpha / beta) at 8.188 / 6.402 eV. The strongest force on any atom is 2.0 eV/A. As for the relative energy (zero: lowest compared OMol25 entry of this formula, charge and spin): 308.3 kJ/mol. The LUMO energy (alpha / beta) comes out at 0.09 / -0.74 eV.


The following is a quantum chemistry calculation of a structure of composition C4H10F24HfO2P4 at a distorted geometry, from the OMol25 dataset.

Geometry as ORCA input:
```
! RIJCOSX wB97M-V def2-TZVPD def2/J DEFGRID3
* xyz 1 2
Hf -9.6437 -7.1561 -3.7819
P -11.8078 -6.6183 -1.3899
P -10.9150 -9.4357 -5.6146
P -10.4711 -4.5979 -5.7541
P -6.4819 -6.5976 -4.9325
F -10.8261 -9.1905 -7.2359
F -10.7887 -9.2655 -4.0486
F -9.8503 -4.7200 -4.2818
F -10.8982 -5.4658 -2.0149
F -10.4492 -7.4430 -1.5427
F -11.6008 -5.6029 -5.1119
F -7.0693 -6.9118 -6.3627
F -12.3922 -10.1332 -5.5128
F -11.3148 -6.2697 0.1192
F -5.9316 -6.2579 -3.3993
F -13.0924 -5.6685 -1.4527
F -9.7857 -6.1220 -6.0192
F -12.6792 -7.9551 -1.0558
F -11.8399 -7.2043 -2.9145
F -9.1929 -3.7417 -6.3171
F -11.1423 -4.8042 -7.1980
F -5.2475 -7.5145 -5.2135
F -7.8696 -5.8660 -4.5093
F -9.4499 -8.8308 -5.4709
F -10.2816 -10.9466 -5.5267
F -7.3858 -7.8966 -4.4958
F -11.4201 -7.9522 -5.4261
F -11.2256 -3.2124 -5.4432
F -5.8730 -5.1620 -5.4265
O -8.5347 -8.8527 -2.6210
O -8.4229 -6.2269 -2.0907
C -8.2490 -10.2937 -2.8047
C -7.7687 -7.0463 -1.0826
C -8.3499 -4.8144 -1.7184
C -7.4162 -8.3901 -1.6883
H -8.0747 -10.7997 -1.8551
H -8.5310 -4.7531 -0.6453
H -6.4537 -8.4422 -2.1972
H -7.2961 -9.0674 -0.8427
H -8.4389 -7.1867 -0.2345
H -7.4359 -4.2494 -1.9013
H -7.2657 -10.3892 -3.2652
H -9.2153 -4.2511 -2.0676
H -6.8842 -6.5096 -0.7395
H -9.0165 -10.7626 -3.4203
*
```

The calculation puts the HOMO-LUMO gap (alpha / beta) at 9.845 / 3.912 eV. The strongest force on any atom is 7.2 eV/A. The LUMO energy (alpha / beta) comes out at -6.43 / -12.36 eV.


The following is a quantum chemistry calculation of the ion C4H10FIN with charge +1 at a distorted geometry, from the OMol25 dataset.

Geometry as ORCA input:
```
! RIJCOSX wB97M-V def2-TZVPD def2/J DEFGRID3
* xyz 1 1
I -3.1689 -0.1773 -0.0776
F 1.1751 -2.0226 -0.0421
N -0.1445 -0.3422 -1.4640
C -1.4160 0.8253 0.5832
C 0.0877 0.0836 -0.0329
C 0.2941 -1.3232 0.7614
C 1.3052 1.0114 0.2242
H 0.5690 0.0982 -1.9188
H -1.2472 0.7554 1.6695
H -1.1302 0.0524 -1.7663
H 1.4248 1.2868 1.3097
H 0.8698 -1.2162 1.7769
H -0.7242 -1.7767 0.8969
H 1.1921 1.9297 -0.5343
H -1.4153 1.8467 0.2464
H 2.3283 0.4271 -0.0165
H 0.0002 -1.4582 -1.6156
*
```

The calculation puts the HOMO-LUMO gap at 10.375 eV. Its SMILES is C[C@@]([NH3+])(CF)CI. The strongest force on any atom is 4.5 eV/A. As for the relative energy (zero: lowest compared OMol25 entry of this formula, charge and spin): 91.2 kJ/mol. The LUMO energy comes out at -3.45 eV.


The following is a quantum chemistry calculation of a cluster of 2 separate species, C4H10FIN in total at a distorted geometry, from the OMol25 dataset.

Geometry as ORCA input:
```
! RIJCOSX wB97M-V def2-TZVPD def2/J DEFGRID3
* xyz 1 1
I -3.7159 -0.5172 -0.3518
F -1.5813 1.1826 -1.4225
N 0.3271 -1.0712 -0.4220
C 1.4581 -1.9538 -0.5429
C 0.2671 -0.1180 0.7007
C -2.3460 1.0726 -0.3361
C -2.6879 2.2906 0.4269
H 1.3166 -2.9026 -0.0546
H 0.3477 0.9309 0.4250
H -3.6120 2.1601 1.1940
H -0.1986 -0.3643 1.6318
H 0.1387 -0.3528 -1.1426
H 1.5496 -2.3010 -1.4834
H 2.3239 -1.4804 -0.1815
H -1.8821 2.7674 0.9842
H -3.1060 2.8815 -0.4133
H -0.5695 -1.5919 -0.3295
*
```

The calculation puts the HOMO-LUMO gap (alpha / beta) at 10.019 / 6.537 eV. The strongest force on any atom is 3.9 eV/A. As for the relative energy (zero: lowest compared OMol25 entry of this formula, charge and spin): 384.9 kJ/mol. The LUMO energy (alpha / beta) comes out at -3.55 / -5.04 eV.


The following is a quantum chemistry calculation of a cluster of 2 separate species, C4H10INO in total at a distorted geometry, from the OMol25 dataset.

Geometry as ORCA input:
```
! RIJCOSX wB97M-V def2-TZVPD def2/J DEFGRID3
* xyz 0 1
I -2.6388 3.5393 1.5474
O 0.2269 0.4994 1.2847
N -2.1255 1.7527 1.0230
C 0.3555 -0.1819 0.0754
C -0.5426 0.3432 -0.9196
C 0.1392 -1.6942 0.2590
C 1.7806 0.0033 -0.4142
H 0.0080 1.2289 -1.3601
H 0.5786 -2.3103 -0.5593
H -0.9111 -1.8033 0.2649
H 0.5798 -1.9697 1.1704
H -0.7724 -0.3483 -1.7016
H 2.1325 -0.3674 -1.4005
H 2.4986 -0.4621 0.2279
H -1.5169 0.7131 -0.3408
H -0.2030 -0.0436 2.0438
H 2.0232 1.0617 -0.2181
*
```

The calculation puts the HOMO-LUMO gap (alpha / beta) at 7.924 / 7.876 eV. The strongest force on any atom is 4.2 eV/A. As for the relative energy (zero: lowest compared OMol25 entry of this formula, charge and spin): 519.7 kJ/mol. The LUMO energy (alpha / beta) comes out at -1.26 / -1.29 eV.


The following is a quantum chemistry calculation of a structure of composition C4H10INO3P2Pd at a distorted geometry, from the OMol25 dataset.

Geometry as ORCA input:
```
! RIJCOSX wB97M-V def2-TZVPD def2/J DEFGRID3
* xyz 2 1
I -4.1404 -1.7668 0.9465
Pd -2.3627 0.9029 3.2594
P -3.0467 -0.0899 -0.3623
P 1.6276 1.0866 0.5177
O -1.3174 1.9141 -0.9912
O 0.1475 1.7294 0.7601
O -2.5907 -0.8093 -1.6753
N -1.6598 0.3017 0.5737
C 1.2496 -1.6486 0.0015
C -0.9690 1.3522 0.0173
C 1.6435 -0.6454 1.0850
C 2.0178 1.1775 -1.2399
H 1.9554 -1.6497 -0.8107
H -2.3458 -0.1667 -2.3609
H 2.6666 0.3559 -1.4980
H 1.1178 1.1458 -1.8368
H 2.5731 2.0836 -1.4186
H -1.8758 0.4293 1.6319
H 1.3019 -2.6248 0.4589
H 0.2613 -1.5077 -0.4059
H 1.0716 -0.7377 1.9940
H 2.6747 -0.8323 1.3538
*
```

The calculation puts the HOMO-LUMO gap at 3.042 eV. The strongest force on any atom is 1.7 eV/A. As for the relative energy (zero: lowest compared OMol25 entry of this formula, charge and spin): 0.0 kJ/mol. The LUMO energy comes out at -12.56 eV.


The following is a quantum chemistry calculation of an isolated molecule of C4H10IPS at a distorted geometry, from the OMol25 dataset.

Geometry as ORCA input:
```
! RIJCOSX wB97M-V def2-TZVPD def2/J DEFGRID3
* xyz 0 1
I 2.8243 -0.0814 -0.0872
S 0.2164 0.1314 2.5497
P 0.4214 0.0532 0.6325
C -0.2578 1.5146 -0.2372
C -0.2493 -1.3999 -0.2651
C -0.1118 2.8768 0.5038
C 0.3089 -2.7119 0.3264
H -1.3740 1.1928 -0.0983
H -0.9419 3.0074 1.3236
H -0.3267 3.6189 -0.2133
H 0.7843 3.0827 1.0939
H 0.6781 -3.4227 -0.5429
H -1.3954 -1.4007 -0.3755
H 0.1132 -1.3470 -1.3431
H -0.3951 -3.3128 0.8257
H 1.1175 -2.4835 1.0609
H -0.0437 1.4975 -1.3441
*
```

The calculation puts the HOMO-LUMO gap at 8.765 eV. Its SMILES is CCP(=S)(I)CC. The strongest force on any atom is 2.8 eV/A. As for the relative energy (zero: lowest compared OMol25 entry of this formula, charge and spin): 0.0 kJ/mol. The LUMO energy comes out at -0.09 eV.


The following is a quantum chemistry calculation of a cluster of 2 separate species, C4H10N in total at a distorted geometry, from the OMol25 dataset.

Geometry as ORCA input:
```
! RIJCOSX wB97M-V def2-TZVPD def2/J DEFGRID3
* xyz 1 1
N 0.9604 1.4499 -0.2687
C -0.6740 -0.4098 1.4573
C 0.2251 2.3220 -0.9170
C -0.3905 -1.8567 -0.4764
C 0.1654 -1.1521 0.7523
H -1.6966 -0.2689 1.1723
H -0.9171 2.4990 -0.6064
H 2.0004 1.5338 -0.2355
H 0.5618 3.1492 -1.6334
H 1.0553 -1.3620 1.2956
H 0.2075 -2.8765 -0.5382
H -1.4217 -2.1620 -0.5364
H -0.1680 -1.3611 -1.4426
H 0.6076 0.4704 -0.4869
H -0.5155 0.0250 2.4641
*
```

The calculation puts the HOMO-LUMO gap at 7.103 eV. The strongest force on any atom is 4.2 eV/A. As for the relative energy (zero: lowest compared OMol25 entry of this formula, charge and spin): 399.8 kJ/mol. The LUMO energy comes out at -6.66 eV.


The following is a quantum chemistry calculation of a cluster of 2 separate species, C4H10N in total, from the OMol25 dataset.

Geometry as ORCA input:
```
! RIJCOSX wB97M-V def2-TZVPD def2/J DEFGRID3
* xyz 1 1
N 0.2988 2.0035 -0.6617
C 0.8283 -1.3219 -1.2284
C -1.0348 0.0475 1.5942
C -0.0359 -0.6264 1.0086
C -0.1759 -1.0627 -0.3908
H 0.8755 -0.8689 1.5346
H 1.8489 -1.3201 -0.8554
H 1.2111 2.4517 -0.6292
H 0.7296 -1.6373 -2.2569
H -1.2021 -1.0815 -0.7480
H -2.0192 0.1691 1.1564
H 0.0195 1.5903 0.2491
H 0.3508 1.2095 -1.3093
H -0.9203 0.4057 2.6094
H -0.4045 2.6935 -0.9238
*
```

The calculation puts the HOMO-LUMO gap at 9.592 eV. The strongest force on any atom is 0.9 eV/A. As for the relative energy (zero: lowest compared OMol25 entry of this formula, charge and spin): 138.9 kJ/mol. The LUMO energy comes out at -3.91 eV.


The following is a quantum chemistry calculation of a cluster of 2 separate species, C4H10N in total at a distorted geometry, from the OMol25 dataset.

Geometry as ORCA input:
```
! RIJCOSX wB97M-V def2-TZVPD def2/J DEFGRID3
* xyz 1 1
N -2.2872 0.0166 -0.5524
C 3.0225 -0.4837 -0.2579
C 2.7164 0.5481 0.5376
C -1.3385 0.4922 -1.2645
C -2.1672 -0.3663 0.9040
H -1.5086 1.3579 -1.8948
H -0.3847 -0.0316 -1.2022
H 2.4937 -1.4285 -0.1725
H 3.3546 1.4012 0.6974
H 3.7836 -0.4300 -1.0293
H -1.6529 0.4101 1.4562
H -3.2746 0.1990 -0.7033
H -1.5692 -1.2799 0.9907
H 1.9875 0.2081 1.2698
H -3.1754 -0.6132 1.2211
*
```

The calculation puts the HOMO-LUMO gap at 7.108 eV. The strongest force on any atom is 2.4 eV/A. As for the relative energy (zero: lowest compared OMol25 entry of this formula, charge and spin): 306.0 kJ/mol. The LUMO energy comes out at -6.06 eV.